Entry 1:
{"formula": "C23H24N6O2S", "method": "ωB97M-V/def2-TZVPD", "lumo_energy_ev": 0.6, "symbols": ["O", "C", "N", "C", "C", "C", "C", "C", "C", "C", "H", "H", "C", "H", "H", "H", "H", "H", "H", "C", "H", "H", "S", "C", "N", "C", "N", "C", "N", "N", "C", "C", "C", "C", "C", "C", "H", "H", "H", "H", "H", "H", "N", "C", "H", "C", "H", "O", "C", "H", "C", "H", "H", "H", "H", "H"], "positions_angstrom": [[-2.8336, -0.2533, 1.7526], [-2.2847, 0.8210, 1.5903], [-2.5864, 1.6562, 0.5709], [-3.5167, 1.3757, -0.4409], [-4.1699, 0.1876, -0.7158], [-5.0410, 0.1578, -1.7961], [-5.2587, 1.2802, -2.5762], [-4.6068, 2.4726, -2.2881], [-3.7368, 2.5112, -1.2214], [-2.9351, 3.6606, -0.6893], [-3.5955, 4.4145, -0.2541], [-2.3427, 4.1441, -1.4658], [-2.0478, 3.0014, 0.3782], [-1.0122, 2.9360, 0.0329], [-2.0572, 3.5533, 1.3198], [-4.7771, 3.3541, -2.8881], [-5.9410, 1.2319, -3.4114], [-5.5567, -0.7622, -2.0271], [-4.0121, -0.6832, -0.1031], [-1.2633, 1.2958, 2.6110], [-1.1000, 0.4753, 3.3093], [-1.6362, 2.1681, 3.1502], [0.3638, 1.8083, 1.9693], [0.9151, 0.3435, 1.1878], [0.1270, -0.7039, 1.2051], [0.6406, -1.7941, 0.6015], [1.8420, -1.8229, 0.0167], [2.5378, -0.6864, 0.0612], [2.1132, 0.4387, 0.6391], [3.7458, -0.7459, -0.5412], [4.7443, 0.2115, -0.6861], [5.8999, -0.1648, -1.3714], [6.9310, 0.7360, -1.5517], [6.8263, 2.0237, -1.0522], [5.6806, 2.3987, -0.3713], [4.6411, 1.5061, -0.1846], [3.7505, 1.7962, 0.3460], [5.5914, 3.4004, 0.0225], [7.6326, 2.7276, -1.1932], [7.8197, 0.4306, -2.0842], [5.9849, -1.1698, -1.7618], [3.9424, -1.6563, -0.9365], [-0.0805, -2.9171, 0.6215], [0.3436, -4.1121, -0.0691], [1.3536, -3.9590, -0.4461], [-0.6353, -4.4007, -1.2142], [-0.4071, -5.3581, -1.6858], [-1.9577, -4.4975, -0.7411], [-2.3577, -3.3049, -0.0990], [-3.3814, -3.4672, 0.2391], [-1.4468, -2.9733, 1.0871], [-1.7292, -2.0155, 1.5224], [-1.5260, -3.7652, 1.8398], [-2.3366, -2.4705, -0.8166], [-0.5612, -3.5972, -1.9639], [0.3286, -4.9481, 0.6392]], "atomic_forces_ev_per_a": [[-0.24, 0.00, 0.03], [0.06, -0.09, 0.42], [-0.05, 0.03, -0.06], [-0.34, 0.01, -0.42], [0.01, -0.20, 0.10], [-0.02, 0.05, -0.06], [-0.11, 0.01, -0.11], [0.05, -0.09, 0.08], [0.07, -0.18, 0.09], [-0.12, 0.07, 0.08], [0.04, 0.02, -0.01], [0.02, 0.02, 0.06], [0.46, 0.45, -0.08], [-0.20, 0.07, 0.06], [0.05, 0.00, -0.07], [-0.02, 0.09, -0.07], [-0.07, -0.02, -0.07], [-0.05, -0.08, -0.02], [0.00, 0.00, 0.01], [0.53, -0.14, -0.12], [-0.18, 0.10, -0.08], [0.01, 0.01, 0.02], [-0.04, 0.21, 0.28], [-0.27, -0.31, 0.03], [-0.21, 0.02, 0.14], [0.50, 0.25, 0.02], [0.10, -0.17, -0.14], [-0.59, -0.11, 0.21], [0.42, 0.32, -0.08], [0.06, -0.49, -0.19], [0.30, 0.42, -0.01], [-0.10, -0.02, 0.04], [0.00, -0.01, 0.00], [0.10, 0.13, 0.00], [0.14, -0.06, -0.09], [-0.11, 0.08, 0.09], [0.08, 0.04, -0.03], [-0.02, 0.08, 0.04], [0.07, 0.06, -0.01], [0.06, -0.03, -0.04], [0.01, -0.10, -0.04], [-0.10, 0.16, 0.10], [-0.04, -0.20, -0.08], [-0.01, -0.28, -0.41], [-0.12, -0.14, 0.04], [0.36, -0.02, 0.11], [0.06, 0.09, -0.01], [-0.12, -0.15, -0.02], [0.06, 0.17, 0.33], [0.02, 0.09, 0.00], [-0.50, 0.09, -0.06], [0.01, -0.19, 0.00], [-0.03, 0.03, -0.02], [-0.03, -0.02, 0.05], [0.01, -0.07, 0.04], [0.04, 0.02, -0.06]], "mulliken_charge": [-0.73, 0.72, 0.37, 0.16, -0.78, -0.68, -0.54, -0.65, 0.63, -0.78, 0.28, 0.40, -0.84, 0.32, 0.38, 0.44, 0.38, 0.42, 0.64, -1.05, 0.44, 0.50, -0.15, 0.12, -0.24, 0.62, -0.42, 0.25, -0.36, -0.08, 0.48, -0.47, -0.58, -0.52, -0.64, -0.30, 0.59, 0.38, 0.38, 0.37, 0.33, 0.22, -0.03, -0.64, 0.42, -0.54, 0.37, -0.44, -0.60, 0.38, -0.43, 0.29, 0.21, 0.42, 0.30, 0.28]}

---

Entry 2:
{"formula": "C4H12O2Sn", "method": "ωB97M-V/def2-TZVPD", "total_charge": 2, "lumo_energy_ev": -11.7, "symbols": ["Sn", "C", "C", "O", "H", "H", "H", "H", "H", "H", "C", "C", "O", "H", "H", "H", "H", "H", "H"], "positions_angstrom": [[9.2411, 23.3210, -21.4019], [5.4170, 23.8008, -18.8779], [6.4100, 22.6604, -18.9817], [6.8263, 22.5215, -20.3833], [5.8182, 24.7506, -19.2346], [5.0574, 23.8852, -17.8535], [4.5488, 23.6100, -19.5114], [5.9122, 21.7608, -18.6231], [7.2658, 22.8484, -18.3337], [6.4369, 21.7115, -20.7393], [13.0284, 22.1717, -20.7584], [12.8241, 21.9189, -22.2301], [11.6045, 22.6078, -22.6296], [13.7298, 21.5613, -20.1879], [12.1347, 22.1129, -20.1156], [13.4490, 23.1723, -20.6200], [12.6838, 20.8616, -22.4459], [13.6954, 22.3323, -22.7340], [11.6110, 22.6837, -23.5942]], "atomic_forces_ev_per_a": [[0.07, -0.68, 0.05], [-0.20, -0.03, -0.55], [-0.92, 0.83, 0.79], [1.58, -0.05, -0.47], [0.19, 0.04, 0.31], [0.13, 0.14, 0.04], [-0.03, -0.17, 0.09], [0.31, -0.31, -0.36], [0.28, -0.13, -0.31], [-0.07, 0.03, -0.08], [0.21, 0.97, 1.09], [0.27, -0.81, 1.26], [-1.16, 0.69, 0.05], [0.12, -0.52, -0.73], [-0.32, -0.09, -0.43], [-0.27, 0.10, -0.04], [0.14, 0.03, -0.19], [-0.28, -0.03, -0.49], [-0.05, 0.01, -0.04]], "mulliken_charge": [1.60, -1.09, -0.08, -0.47, 0.30, 0.35, 0.33, 0.30, 0.24, 0.33, -1.05, -0.04, -0.46, 0.35, 0.17, 0.32, 0.31, 0.29, 0.31]}

---

Entry 3:
{"formula": "C5H9ClO2SSi", "method": "ωB97M-V/def2-TZVPD", "lumo_energy_ev": 0.1, "symbols": ["C", "C", "C", "C", "C", "O", "O", "Si", "S", "Cl", "H", "H", "H", "H", "H", "H", "H", "H", "H"], "positions_angstrom": [[-0.5789, -0.1303, 0.4393], [-1.1631, 1.4173, 0.0098], [1.6575, -2.2221, -0.1642], [1.7077, 0.4461, -1.8280], [-1.2023, -0.4423, 1.7788], [-0.8438, 2.5780, 0.7193], [-3.4937, 2.9000, 0.4050], [0.9396, -0.5051, -0.3856], [-2.4256, 2.1209, 1.0898], [-1.4400, 1.6157, -1.7624], [2.2239, -2.5918, -1.0447], [2.2426, -2.3582, 0.6307], [0.9092, -2.8933, 0.0805], [1.8500, -0.0859, -2.6561], [1.0934, 1.1869, -2.1950], [2.6800, 0.7361, -1.5936], [-0.8967, 0.0945, 2.6324], [-2.3032, -0.4840, 1.7811], [-0.9565, -1.3827, 2.0629]], "atomic_forces_ev_per_a": [[0.28, 4.23, -0.88], [0.18, -2.77, -0.04], [-0.44, 1.31, -3.40], [-1.20, -0.35, 3.34], [-1.06, 0.31, -1.59], [0.38, -0.25, -0.31], [1.81, -1.12, 0.80], [-1.11, -0.37, 0.10], [-1.81, 1.20, -1.05], [-0.01, 0.18, 1.03], [-0.49, 0.32, 0.38], [2.91, 0.07, 3.26], [-2.02, -1.38, -0.09], [0.41, -3.17, -3.28], [-1.08, 2.22, -0.11], [1.57, 1.09, 0.79], [0.48, 1.51, 0.73], [0.26, 0.32, -0.32], [0.94, -3.34, 0.65]], "mulliken_charge": [0.37, 0.34, -1.28, -1.31, -1.58, -0.34, -0.53, 0.30, 0.45, -0.20, 0.32, 0.49, 0.42, 0.48, 0.38, 0.41, 0.38, 0.42, 0.48]}